DFT (ωB97M-V with the def2-TZVPD basis set) results for a 2-piece molecular cluster, CH4FPS2 overall at a distorted geometry.

## Properties
- HOMO (spin up / spin down): -0.3280 / -0.3266 Ha
- Energy relative to the best compared isomer or geometry (same formula, charge and spin): 244.04 kJ/mol
- Largest force on an atom: 2.7 eV Å⁻¹
- Orbital gap (spin up / spin down): 7.13 / 7.48 eV

Each line ends with the Löwdin charge.
Atoms and positions in Å:
1 H -3.182 2.103 -0.123  -0.1871
2 S -3.434 -0.930 0.708  0.1395
3 H 0.966 -0.865 -0.946  -0.0032
4 H 0.814 -1.515 0.771  -0.0038
5 C 0.831 -0.674 0.101  0.0775
6 S -1.855 2.030 0.035  0.3735
7 F -1.853 -0.320 -1.662  -0.3973
8 H 1.156 0.268 0.495  -0.0120
9 P -1.843 -0.095 -0.028  0.0131

Forces on atoms 1 to 3 (eV/Å):
-0.1 -0.1 0.0
1.0 0.3 0.0
0.0 0.0 -0.3

---

DFT (ωB97M-V with the def2-TZVPD basis set) results for one molecule with the formula C6H9N at a distorted geometry.

## Properties
- HOMO: -0.3241 Ha
- SMILES string: CC#CC[C@H]1CN1
- Energy relative to the best compared isomer or geometry (same formula, charge and spin): 509.59 kJ/mol
- Largest force on an atom: 1.1 eV Å⁻¹
- Orbital gap: 9.70 eV

Each line ends with the Löwdin charge.
Atoms and positions in Å:
1 N -2.426 0.133 -0.411  -0.0025
2 H -0.935 -0.833 0.834  0.1030
3 C 1.151 -0.937 -0.054  -0.1057
4 H -0.802 1.705 -0.394  0.1021
5 H 0.379 -1.431 -1.964  0.0913
6 C 1.351 -0.118 0.816  -0.1110
7 C 0.159 -1.590 -0.897  -0.0857
8 H 1.359 1.867 1.565  0.0782
9 H -1.127 0.750 -1.914  0.1054
10 C -1.181 0.778 -0.822  -0.2012
11 H -2.766 0.574 0.463  0.0963
12 C -1.105 -0.549 -0.189  -0.2281
13 H 2.813 0.895 1.861  0.0792
14 C 1.724 0.865 1.818  -0.0940
15 H 0.184 -2.685 -0.737  0.0922
16 H 1.340 0.609 2.811  0.0804

Forces on atoms 1 to 3 (eV/Å):
-0.3 -0.5 -0.6
0.1 0.9 0.3
0.0 0.4 0.4

---

DFT (ωB97M-V with the def2-TZVPD basis set) results for one molecule with the formula C4H6F2S at a distorted geometry.

## Properties
- HOMO (spin up / spin down): -0.1704 / -0.3781 Ha
- Energy relative to the best compared isomer or geometry (same formula, charge and spin): 42.88 kJ/mol
- Spin multiplicity: 3
- Largest force on an atom: 6.0 eV Å⁻¹
- Orbital gap (spin up / spin down): 5.14 / 7.15 eV

Each line ends with the Löwdin charge.
Atoms and positions in Å:
1 C -1.276 -0.293 0.829  -0.0840
2 H 0.492 0.004 -2.361  0.0550
3 F 2.336 0.382 -0.040  -0.0083
4 C 0.265 -0.456 -1.459  0.0354
5 H -1.205 0.249 1.770  0.0691
6 H -1.072 -1.356 1.075  0.0948
7 H -0.348 -1.448 -1.551  0.1403
8 H 0.662 2.526 1.089  -0.0785
9 C -0.145 0.333 0.012  -0.6158
10 S -0.056 2.213 -0.104  0.7762
11 F 1.441 -1.577 0.474  0.0544
12 H -2.246 -0.158 0.486  0.0469
13 C 1.153 -0.419 -0.220  -0.4854

Forces on atoms 1 to 3 (eV/Å):
2.8 0.0 1.2
0.5 1.2 -1.4
-1.7 -1.0 -1.1

---

DFT (ωB97M-V with the def2-TZVPD basis set) results for C19H27N2OOsPS2 as an isolated structure at a distorted geometry.

## Properties
- HOMO (spin up / spin down): -0.5024 / -0.5271 Ha
- Spin multiplicity: 5
- Largest force on an atom: 1.6 eV Å⁻¹
- Orbital gap (spin up / spin down): 7.98 / 5.70 eV
- Total charge: +2

Each line ends with the Löwdin charge.
Atoms and positions in Å:
1 H 2.300 -1.562 4.185  0.1188
2 H 0.471 1.056 -5.714  0.0715
3 C 0.533 0.489 2.921  -0.0640
4 H -5.613 1.475 -0.201  0.1256
5 H -1.588 -2.969 -0.770  0.1037
6 H 1.914 0.889 -4.689  0.0698
7 Os 0.822 0.152 -0.079  1.1351
8 H -1.932 -0.261 -3.800  0.0644
9 H 1.125 -2.488 1.436  0.1393
10 H -3.488 2.711 0.090  0.1129
11 H 0.149 -2.687 -0.697  0.1005
12 H -5.572 -1.002 -0.323  0.1274
13 C -3.499 1.633 0.021  -0.0939
14 C 0.105 2.978 -3.135  -0.1374
15 H 0.581 0.095 3.937  0.1141
16 H 0.555 -2.164 3.084  0.1381
17 C -1.813 0.793 -3.565  -0.1298
18 H -1.526 -1.185 2.262  0.1372
19 C 3.514 0.152 1.525  -0.5690
20 H -0.849 -1.725 -1.802  0.0839
21 C 4.838 0.288 1.953  -0.0723
22 H -0.507 0.691 2.676  0.0534
23 P -0.043 1.178 -3.348  0.6534
24 S 3.009 0.840 -0.001  0.7212
25 H -1.306 -2.794 1.570  0.1490
26 C 0.535 -1.801 2.052  -0.1435
27 C 2.992 -1.049 3.538  -0.0117
28 H -0.449 3.495 -3.914  0.0720
29 H -2.374 1.030 -2.663  0.0412
30 C 5.229 -0.224 3.174  -0.0333
31 H 4.599 -1.325 4.910  0.1236
32 N -1.001 -1.172 0.219  -0.2795
33 C -0.817 -2.197 -0.820  -0.0551
34 H -0.305 3.253 -2.163  0.0241
35 C -2.275 0.959 0.117  -0.5859
36 H 1.147 3.285 -3.178  0.0704
37 H -3.472 -2.206 -0.113  0.1244
38 C -0.915 -1.771 1.572  -0.1299
39 C -4.656 -0.445 -0.209  -0.0118
40 O 0.500 0.424 -2.138  -0.5767
41 C 2.575 -0.503 2.334  -0.2886
42 H 6.237 -0.079 3.531  0.1253
43 C 0.868 0.613 -4.808  -0.1322
44 H 1.080 1.431 2.887  0.1134
45 S -0.872 1.969 0.336  0.7873
46 C -3.454 -1.128 -0.100  0.0051
47 H 5.534 0.822 1.327  0.1172
48 C -4.680 0.941 -0.139  -0.0307
49 C 4.311 -0.914 3.955  -0.0242
50 H -2.215 1.377 -4.386  0.0703
51 N 1.154 -0.452 1.955  -0.3187
52 H 0.796 -0.469 -4.872  0.0679
53 C -2.253 -0.448 0.060  -0.2731

Forces on atoms 1 to 3 (eV/Å):
-0.1 -0.1 0.1
-0.1 0.1 -0.1
-0.4 0.5 0.4

---

DFT (ωB97M-V with the def2-TZVPD basis set) results for one molecule with the formula C5H4BrNO2 at a distorted geometry.

## Properties
- HOMO: -0.3447 Ha
- Energy relative to the best compared isomer or geometry (same formula, charge and spin): 0.00 kJ/mol
- Largest force on an atom: 6.4 eV Å⁻¹
- Orbital gap: 8.50 eV

Each line ends with the Löwdin charge.
Atoms and positions in Å:
1 H -1.918 1.717 -0.342  0.0907
2 O 1.780 0.555 2.067  0.0527
3 C -1.890 0.729 0.084  -0.0099
4 H -2.759 0.349 -0.394  0.0807
5 C 0.319 -0.172 0.494  0.0734
6 C -0.598 0.200 -0.370  -0.3136
7 C 1.549 -0.671 -1.330  -0.6855
8 O -0.505 -0.061 -1.748  -0.0192
9 C 1.082 -0.331 1.634  -0.3275
10 H 1.105 -1.273 2.208  0.1270
11 N 0.702 -0.424 -2.164  -0.0180
12 Br 3.154 -1.423 -1.273  0.8627
13 H -2.022 0.806 1.134  0.0864

Forces on atoms 1 to 3 (eV/Å):
0.0 1.0 0.2
0.7 0.8 0.3
-0.3 1.5 -1.7

---

DFT (ωB97M-V with the def2-TZVPD basis set) results for a 4-piece molecular cluster, C44H58N3O11P overall at a distorted geometry.

## Properties
- HOMO: -0.2953 Ha
- SMILES string: CCCCCCCCCCC[C@@]1(OCCCC)C[C@@](COc2ccccc2)([PH2]=O)C(=O)O1.O=[N+]([O-])c1ccccc1.O=[N+]([O-])c1ccccc1.O=[N+]([O-])c1ccccc1
- Energy relative to the best compared isomer or geometry (same formula, charge and spin): 1850.58 kJ/mol
- Largest force on an atom: 9.5 eV Å⁻¹
- Orbital gap: 7.16 eV

Each line ends with the Löwdin charge.
Atoms and positions in Å:
1 C 12.661 -0.374 -0.242  -0.2322
2 C -1.751 2.757 2.982  -0.0074
3 H 8.632 -3.531 0.307  0.1011
4 O -7.151 6.932 -1.556  0.0523
5 O 1.505 2.436 3.184  -0.5109
6 C 9.825 -2.329 1.929  -0.2133
7 O -5.217 6.235 -0.789  0.0462
8 H -5.282 -3.870 -6.544  0.1092
9 H -7.355 -4.280 -7.841  0.1082
10 H -5.046 1.693 -2.335  0.0989
11 H -0.340 0.935 4.556  0.1315
12 H 14.095 1.405 -0.559  0.1052
13 H -1.438 -4.780 -1.999  0.0740
14 C -1.977 1.218 2.464  -0.1521
15 H 9.160 -1.423 2.293  0.1100
16 H 12.233 -0.944 2.035  0.1029
17 C 7.463 -3.453 2.287  -0.2221
18 C -8.712 4.066 1.833  0.0037
19 C 4.961 -2.810 1.305  -0.1823
20 H 9.434 -4.631 1.695  0.1145
21 H -1.767 5.159 2.373  0.0858
22 C 1.915 -1.409 3.630  -0.0795
23 H 1.897 -3.481 -0.461  0.1084
24 H -9.023 -2.470 -8.139  0.1090
25 C 8.889 -3.619 1.449  -0.2143
26 H -2.838 2.040 -1.312  0.0777
27 C 2.439 -2.341 2.344  -0.3775
28 H 9.984 -0.884 0.162  0.1111
29 C -6.011 -3.072 -6.668  -0.0660
30 H -8.644 -0.247 -7.129  0.1196
31 H 4.437 -1.370 2.995  0.1114
32 H 1.354 -2.192 4.293  0.1323
33 H 7.770 -3.152 3.381  0.1078
34 C -1.917 4.065 1.979  -0.0450
35 C -7.664 4.534 -2.783  -0.0028
36 H 0.062 -3.656 -2.262  0.0778
37 C -9.121 5.043 2.743  -0.0643
38 O 1.588 -3.532 2.495  -0.1239
39 H -8.414 5.439 3.469  0.1094
40 C -5.781 -1.821 -6.092  0.0026
41 C -7.177 -3.302 -7.399  -0.0725
42 C -6.732 -0.803 -6.252  -0.1338
43 H 6.525 -1.359 2.356  0.1051
44 C -9.633 3.560 0.906  -0.1420
45 H -7.683 3.712 1.860  0.1220
46 H 10.552 -2.641 2.797  0.1147
47 H 13.168 -1.081 -1.043  0.1137
48 H -0.079 -6.006 -0.500  0.1083
49 H -10.753 6.263 3.444  0.1069
50 C -8.118 -2.284 -7.565  -0.0660
51 H 11.744 0.218 -0.706  0.1075
52 C -5.545 3.742 -1.884  0.0036
53 C -2.408 1.043 0.860  0.0076
54 H 5.073 -3.988 1.197  0.1024
55 C 1.576 -4.486 0.047  -0.1747
56 H 14.654 0.089 0.768  0.1134
57 H -4.867 -1.657 -5.526  0.1196
58 C -6.496 4.760 -2.044  -0.1477
59 H 2.723 -0.873 4.285  0.1286
60 C 0.518 -1.221 1.589  -0.2068
61 C -5.775 2.491 -2.459  -0.0572
62 C 6.510 -2.266 1.605  -0.1948
63 H 1.441 -5.609 2.026  0.1477
64 C 13.108 1.726 1.492  -0.1570
65 H 12.790 -2.375 0.897  0.1137
66 O -5.453 0.672 -4.998  0.0628
67 H 11.972 1.924 1.253  0.0793
68 C 2.009 -4.639 1.624  -0.1746
69 H -0.601 -4.729 0.825  0.1119
70 O -1.845 -0.009 3.265  -0.1497
71 O -0.588 -1.611 0.950  0.0331
72 H -11.676 3.652 0.162  0.1173
73 C -0.703 -4.018 -1.449  -0.1530
74 O 1.949 -1.482 1.215  -0.0928
75 H -1.390 -3.114 -1.115  0.0696
76 H -7.120 1.283 -3.632  0.0854
77 P 1.791 1.112 2.368  0.8227
78 H 10.586 -2.654 -0.259  0.1145
79 C -10.953 4.032 0.880  -0.0022
80 H 7.027 -1.976 0.581  0.1123
81 C -7.900 -1.029 -6.992  0.0022
82 C -2.304 3.807 0.394  -0.0733
83 C 10.595 -1.807 0.563  -0.2297
84 H 13.739 2.727 1.606  0.0805
85 H 4.529 -2.382 0.295  0.1257
86 C -6.942 2.262 -3.190  -0.0852
87 H 2.162 -5.345 -0.538  0.1195
88 O -7.387 1.369 -5.765  0.0577
89 H 1.380 1.381 0.983  0.0476
90 H 6.943 -4.506 2.302  0.1011
91 H 4.218 -3.161 3.546  0.1612
92 C 4.053 -2.433 2.617  -0.0994
93 N -6.507 0.506 -5.629  -0.3148
94 C -11.350 5.007 1.797  -0.0700
95 C 13.740 0.721 0.343  -0.2768
96 C 12.134 -1.407 0.962  -0.2130
97 C -2.565 2.285 -0.200  -0.0671
98 H 3.216 0.768 2.303  0.0329
99 O -8.050 2.102 0.037  0.0645
100 O -10.054 2.109 -0.856  0.0533
101 H -8.408 5.316 -2.920  0.1174
102 H 3.155 -4.904 1.682  0.1135
103 H -4.631 3.906 -1.317  0.0808
104 C -10.437 5.507 2.727  -0.0744
105 H -0.558 -0.919 4.818  0.1521
106 H -2.421 4.690 -0.395  0.0869
107 H -8.788 3.093 -3.930  0.1120
108 N -9.216 2.517 -0.039  -0.3166
109 H -12.374 5.375 1.790  0.1071
110 C -0.550 -0.082 3.967  -0.1353
111 H -2.617 -0.048 0.433  0.0931
112 H 13.138 1.180 2.549  0.0703
113 C 0.738 -0.399 3.004  -0.3067
114 N -6.272 6.069 -1.420  -0.3272
115 C -7.882 3.279 -3.357  -0.0630
116 H -1.466 2.915 4.130  0.1016
117 C -0.037 -4.852 -0.200  -0.2440

Forces on atoms 1 to 3 (eV/Å):
0.3 -0.1 1.0
-0.8 -0.8 -2.6
0.7 -0.3 2.2

---

DFT (ωB97M-V with the def2-TZVPD basis set) results for one molecule with the formula C5H8N2S at a distorted geometry.

## Properties
- HOMO: -0.3132 Ha
- SMILES string: C[C@H]1CN1/C=N\C=S
- Energy relative to the best compared isomer or geometry (same formula, charge and spin): 424.61 kJ/mol
- Largest force on an atom: 4.9 eV Å⁻¹
- Orbital gap: 8.42 eV

Each line ends with the Löwdin charge.
Atoms and positions in Å:
1 C 0.219 0.375 -1.578  -0.1169
2 H -0.133 0.830 -2.461  0.1028
3 C 1.746 -0.776 -0.265  -0.6435
4 H -2.654 1.495 -1.206  0.1108
5 H -1.686 2.906 -0.377  0.1238
6 N 1.319 -0.346 -1.524  -0.0055
7 H -1.810 0.844 2.806  0.0685
8 H -0.045 0.471 2.282  0.1127
9 H -1.820 -0.325 0.574  0.1571
10 C -1.290 0.732 0.590  -0.4193
11 H -1.018 2.242 1.910  0.1073
12 N -0.528 1.078 -0.536  -0.0636
13 C -1.847 1.763 -0.455  -0.0575
14 C -1.077 1.067 2.021  -0.0836
15 S 0.905 -2.004 0.544  0.5595
16 H 2.642 -0.501 0.315  0.0474

Forces on atoms 1 to 3 (eV/Å):
0.6 0.9 2.6
0.0 -0.2 -1.6
-2.1 -2.6 1.0

---

DFT (ωB97M-V with the def2-TZVPD basis set) results for one molecule with the formula C5H8O at a distorted geometry.

## Properties
- HOMO: -0.3556 Ha
- SMILES string: O[C@H]1C=CCC1
- Energy relative to the best compared isomer or geometry (same formula, charge and spin): 81.19 kJ/mol
- Largest force on an atom: 1.0 eV Å⁻¹
- Orbital gap: 10.67 eV

Each line ends with the Löwdin charge.
Atoms and positions in Å:
1 H -0.634 2.276 -0.581  0.1124
2 C -1.053 0.072 -0.448  -0.3896
3 O -2.036 0.017 0.591  -0.0417
4 H 0.342 -1.312 -1.423  0.1124
5 H -1.559 0.073 1.439  0.0983
6 C -0.225 1.306 -0.299  -0.0592
7 H 1.767 1.691 0.434  0.0905
8 H -0.458 -1.994 0.002  0.1194
9 C 0.988 1.014 0.151  -0.0819
10 H 1.120 -0.740 1.481  0.1126
11 C 1.191 -0.487 0.396  -0.1799
12 H -1.623 0.036 -1.391  0.1439
13 H 2.174 -0.886 0.055  0.1099
14 C 0.004 -1.067 -0.407  -0.1471

Forces on atoms 1 to 3 (eV/Å):
0.3 -0.1 0.3
-0.1 -0.5 -0.5
0.3 -0.2 0.3